Entry 1:
# C29H26N8O5SScSe2

C29H26N8O5SScSe2 as an isolated structure (the ωB97M-V functional and the def2-TZVPD basis, the Open Molecules 2025 dataset).

Summary:
net charge	+1
lowest unoccupied orbital energy	-3.20	eV
E_tot	-214881.3422	eV
orbital gap	7.09	eV

Geometry (Å):
Sc1 0.4985 -1.2435 0.4891
N1 -3.4118 -0.3722 2.2482
C1 -2.4514 -0.6274 1.3455
S1 -1.8183 -2.2420 1.2760
N2 -2.1427 0.3635 0.5216
N3 -1.0882 0.0811 -0.2960
C2 -1.0221 0.6698 -1.4504
C3 -2.0792 1.5658 -1.9777
C4 -2.4390 2.7261 -1.2992
C5 -3.4238 3.5513 -1.8120
C6 -4.0701 3.2166 -2.9940
C7 -3.7253 2.0560 -3.6675
C8 -2.7265 1.2368 -3.1647
C9 0.1665 0.3792 -2.2826
C10 0.4034 1.0596 -3.4742
C11 1.5188 0.7348 -4.2279
C12 2.3739 -0.2568 -3.7739
C13 2.0804 -0.8704 -2.5656
N4 1.0147 -0.5658 -1.8342
H1 -3.5602 -1.0421 2.9867
H2 -3.6367 0.5899 2.4466
H3 -1.9610 2.9588 -0.3581
H4 -3.7014 4.4506 -1.2825
H5 -4.8457 3.8571 -3.3855
H6 -4.2320 1.7881 -4.5827
H7 -2.4543 0.3311 -3.6926
H8 -0.2819 1.8291 -3.7983
H9 1.7159 1.2507 -5.1560
H10 3.2520 -0.5469 -4.3287
H11 2.7328 -1.6383 -2.1638
O1 -1.5085 3.3372 5.5986
C14 -1.6472 2.4311 4.6143
O2 -2.3498 1.4699 4.7473
C15 -0.9257 2.7279 3.3489
C16 -1.0360 3.8387 2.5395
N5 -0.2897 3.6001 1.4453
N6 0.3089 2.3993 1.4983
C17 -0.0773 1.8552 2.6415
C18 0.4715 0.5251 3.0793
O3 1.0342 0.4269 4.1471
O4 0.3040 -0.4173 2.2209
H12 -0.8266 3.9828 5.3706
H13 -1.5949 4.7484 2.6534
H14 -0.1340 4.2089 0.6573
Se1 2.3350 -4.2696 -0.5171
Se2 1.0566 -4.3892 1.4155
C19 2.0768 -3.1300 2.4609
C20 2.3303 -3.4215 3.7918
C21 3.1159 -2.5328 4.5062
C22 3.6397 -1.4263 3.8560
C23 3.3024 -1.2134 2.5324
N7 2.5093 -2.0375 1.8410
C24 0.8871 -3.7887 -1.6933
C25 0.8678 -4.3172 -2.9771
C26 -0.2100 -4.0075 -3.7886
C27 -1.2432 -3.2398 -3.2715
C28 -1.1342 -2.7646 -1.9769
N8 -0.0624 -2.9944 -1.2122
H15 1.9352 -4.3201 4.2433
H16 3.3300 -2.7129 5.5498
H17 4.2736 -0.7204 4.3712
H18 3.6497 -0.3357 2.0103
H19 1.6578 -4.9743 -3.3129
H20 -0.2623 -4.3974 -4.7946
H21 -2.1259 -3.0236 -3.8521
H22 -1.9198 -2.1791 -1.5124
C29 3.2635 0.9043 -0.1573
O5 1.9787 0.5528 0.3412
H23 3.8289 1.4557 0.5986
H24 3.1812 1.5136 -1.0624
H25 3.7970 -0.0148 -0.3976
H26 1.5272 1.3593 0.7004

Here are the Mulliken charges for atoms 1 to 4, given in e:
1 Sc -0.585
2 N -0.335
3 C 0.100
4 S -0.443

Entry 2:
# C29H26N9PdS2

C29H26N9PdS2 as an isolated structure at a distorted geometry (the ωB97M-V functional and the def2-TZVPD basis, the Open Molecules 2025 dataset).

Summary:
net charge	+1
<S²>	2.01
spin multiplicity	3
lowest unoccupied orbital energy (alpha / beta)	-3.10 / -4.74	eV
E_tot	-69047.5764	eV
orbital gap (alpha / beta)	7.17 / 5.47	eV

Geometry (Å):
Pd1 2.1299 -0.2759 0.9348
S1 1.3881 -2.1672 2.4311
C1 0.1987 -2.8088 1.2353
N1 -0.7909 -3.4403 1.6540
N2 -1.6985 -3.9155 0.7470
C2 -2.2268 -3.1825 -0.3591
C3 -2.4707 -3.9180 -1.5211
C4 -2.8572 -3.2923 -2.6603
C5 -2.9536 -1.8963 -2.6316
C6 -2.8501 -1.1938 -1.4942
C7 -2.4083 -1.7938 -0.3184
N3 0.3834 -2.6551 -0.1927
N4 1.0630 -1.7220 -0.6001
C8 1.2345 -1.9773 -2.0213
C9 1.3609 -3.2044 -2.6198
C10 1.3905 -3.2178 -3.9784
C11 1.4353 -2.0107 -4.7906
C12 1.3505 -0.8065 -4.1265
C13 1.2811 -0.8234 -2.7093
H1 -2.3769 -4.5751 1.1536
H2 -2.3424 -4.9715 -1.5279
H3 -3.0535 -3.9171 -3.5419
H4 -3.1761 -1.4182 -3.5331
H5 -2.9220 -0.1414 -1.5460
H6 -2.2759 -1.2188 0.5569
H7 1.3500 -4.1616 -2.0795
H8 1.3186 -4.2475 -4.4392
H9 1.4676 -2.1556 -5.8535
H10 1.3488 0.1845 -4.5711
H11 1.2807 0.1422 -2.2156
N5 -2.9732 4.3210 3.2925
C14 -3.6206 5.5276 2.9581
C15 -4.5643 6.2239 3.6966
C16 -5.0978 7.3521 3.1545
C17 -4.6129 7.7844 1.8638
C18 -3.6671 7.1036 1.2196
C19 -3.1463 5.9853 1.7876
N6 -2.1599 5.0781 1.3109
C20 -2.0571 4.1886 2.2697
C21 -1.1075 3.1046 2.1850
C22 0.1639 3.3993 1.6871
C23 1.0925 2.3540 1.5831
N7 0.7519 1.1164 1.9031
C24 -0.4623 0.7847 2.4286
C25 -1.3801 1.8063 2.6640
H12 -2.8563 3.9143 4.2268
H13 -4.8449 5.8823 4.6624
H14 -5.7983 8.0252 3.6173
H15 -5.2225 8.5887 1.5540
H16 -3.3894 7.3846 0.2411
H17 0.3417 4.4405 1.4169
H18 2.0861 2.5486 1.2508
H19 -0.5305 -0.2549 2.6653
H20 -2.3309 1.5228 3.0871
C26 6.0657 -2.1928 -2.0442
N8 5.5890 -2.7268 -0.7532
C27 5.8857 -4.0064 -0.2387
C28 5.1050 -4.1668 0.7998
N9 4.3229 -3.0190 0.9455
C29 4.6845 -2.1172 0.0125
S2 4.1890 -0.4617 -0.1024
H21 6.8346 -1.3733 -1.9253
H22 5.2406 -1.8703 -2.6871
H23 6.5979 -2.9649 -2.6870
H24 6.5909 -4.7197 -0.6208
H25 5.0622 -4.9022 1.5463
H26 3.6391 -2.8788 1.6472

Here are the Mulliken charges for atoms 1 to 4, given in e:
1 Pd -0.091
2 S -0.340
3 C 0.358
4 N -0.612

Entry 3:
# C29H27BrN2O3PdS

C29H27BrN2O3PdS as an isolated structure (the ωB97M-V functional and the def2-TZVPD basis, the Open Molecules 2025 dataset).

Summary:
lowest unoccupied orbital energy	-0.22	eV
E_tot	-123988.5843	eV
orbital gap	8.03	eV

Geometry (Å):
Pd1 0.0978 -0.8194 -0.4107
O1 -4.4285 -0.6715 -2.7387
C1 -4.4381 -0.3155 -1.4206
C2 -5.5960 -0.5730 -0.6980
C3 -5.6306 -0.3086 0.6604
C4 -4.5083 0.2006 1.3024
C5 -3.3681 0.4765 0.5636
C6 -3.3233 0.2563 -0.8096
C7 -2.0866 0.4883 -1.6618
O2 -1.4064 -0.6667 -1.8983
N1 -1.2301 1.5271 -1.0270
N2 0.0626 1.2545 -0.8945
C8 0.9420 2.1434 -0.6164
C9 2.3645 1.8399 -0.6348
Br1 2.9004 0.2912 -1.5965
C10 3.3027 2.6093 -0.0822
C11 3.0646 3.8630 0.6605
C12 2.4082 4.9494 0.0850
C13 2.2170 6.1179 0.8077
C14 2.6833 6.2158 2.1102
C15 3.3534 5.1452 2.6846
C16 3.5500 3.9789 1.9625
H1 -3.5135 -0.7262 -3.0433
H2 -6.4450 -1.0035 -1.2123
H3 -6.5314 -0.5181 1.2226
H4 -4.5231 0.3876 2.3679
H5 -2.4928 0.8767 1.0621
H6 -2.3950 0.9378 -2.6235
H7 -1.6100 2.3769 -0.6361
H8 0.6565 3.1712 -0.4092
H9 4.3329 2.2742 -0.1351
H10 2.0721 4.8909 -0.9435
H11 1.7115 6.9569 0.3472
H12 2.5330 7.1276 2.6732
H13 3.7252 5.2176 3.6983
H14 4.0702 3.1427 2.4134
C17 1.6454 -0.2140 4.0723
C18 2.6120 -0.2425 3.0789
C19 2.2642 -0.4818 1.7549
C20 0.9372 -0.6935 1.3929
C21 -0.0229 -0.6938 2.4083
C22 0.3235 -0.4498 3.7314
H15 1.9202 -0.0251 5.1021
H16 3.6533 -0.0843 3.3354
H17 3.0529 -0.5311 1.0137
H18 -1.0672 -0.8813 2.1753
H19 -0.4444 -0.4522 4.4956
C23 -1.7810 -3.3895 -0.1834
S1 -0.0394 -2.9941 -0.1401
O3 0.5929 -3.7731 0.9209
C24 0.4489 -3.6949 -1.7074
C25 1.3121 -4.7778 -1.6634
C26 1.7169 -5.3535 -2.8595
C27 1.2595 -4.8431 -4.0660
C28 0.4010 -3.7511 -4.0863
C29 -0.0105 -3.1582 -2.9024
H20 -1.8893 -4.4595 -0.3429
H21 -2.2439 -2.7905 -0.9671
H22 -2.1777 -3.0968 0.7887
H23 1.6518 -5.1508 -0.7068
H24 2.3918 -6.1990 -2.8463
H25 1.5777 -5.2935 -4.9972
H26 0.0537 -3.3514 -5.0301
H27 -0.6597 -2.2883 -2.9008

Here are the Mulliken charges for atoms 1 to 4, given in e:
1 Pd 0.107
2 O -0.704
3 C 0.478
4 C -0.711

Entry 4:
# C29H27Cl2CrN6O3S

C29H27Cl2CrN6O3S as an isolated structure (the ωB97M-V functional and the def2-TZVPD basis, the Open Molecules 2025 dataset).

Summary:
<S²>	3.78
spin multiplicity	4
lowest unoccupied orbital energy (alpha / beta)	0.06 / -0.08	eV
E_tot	-109900.1344	eV
orbital gap (alpha / beta)	7.22 / 7.26	eV

Geometry (Å):
Cr1 -0.2298 0.6161 1.0229
O1 2.9628 0.8364 0.3694
C1 2.4699 -0.2743 0.5116
N1 1.3861 -0.5302 1.2942
C2 1.0668 -1.8552 1.6614
C3 2.0114 -2.7876 2.0709
C4 1.6233 -4.0821 2.3932
C5 0.2863 -4.4383 2.3412
C6 -0.6814 -3.5024 1.9884
C7 -0.2952 -2.2048 1.6612
N2 -1.1446 -1.1322 1.3240
C8 -2.4746 -1.2234 1.1919
O2 -3.2056 -2.2033 1.2908
C9 -3.0921 0.1141 0.8429
C10 -4.4561 0.2313 0.6466
C11 -4.9738 1.4729 0.3193
C12 -4.1153 2.5540 0.1899
C13 -2.7621 2.3588 0.3985
N3 -2.2670 1.1624 0.7256
C14 3.0190 -1.3645 -0.4009
C15 4.3961 -1.5039 -0.5392
C16 4.8800 -2.4385 -1.4360
C17 3.9746 -3.1756 -2.1871
C18 2.6223 -2.9368 -2.0051
N4 2.1429 -2.0562 -1.1275
H1 3.0532 -2.4967 2.1368
H2 2.3698 -4.8055 2.6991
H3 -0.0185 -5.4459 2.5961
H4 -1.7271 -3.7640 1.9699
H5 -5.0651 -0.6550 0.7591
H6 -6.0380 1.5988 0.1632
H7 -4.4803 3.5383 -0.0689
H8 -2.0369 3.1571 0.3015
H9 5.0497 -0.8766 0.0517
H10 5.9461 -2.5881 -1.5555
H11 4.3047 -3.9177 -2.9020
H12 1.8842 -3.4824 -2.5864
Cl1 -0.5291 1.0473 3.4094
C19 -0.8992 2.7689 3.4015
C20 -1.6449 3.2590 4.4529
C21 -1.9458 4.6115 4.4749
C22 -1.5011 5.4253 3.4454
C23 -0.7587 4.8922 2.4041
Cl2 -0.2507 5.9651 1.1374
C24 -0.4159 3.5308 2.3342
S1 0.5513 2.8668 1.0426
H13 -1.9801 2.5923 5.2364
H14 -2.5262 5.0272 5.2872
H15 -1.7283 6.4830 3.4362
C25 -0.8672 -0.7083 -4.1728
N5 -0.4861 -0.8140 -2.7749
C26 -1.1937 -1.8111 -1.9859
C27 0.1929 0.1576 -2.1252
O3 0.0147 0.3315 -0.9049
N6 1.1017 0.8827 -2.8179
C28 1.6399 2.0988 -2.2166
C29 1.9663 0.2529 -3.8064
H16 -1.9575 -0.7247 -4.2525
H17 -0.4706 -1.5403 -4.7597
H18 -0.5087 0.2245 -4.5971
H19 -1.2848 -2.7186 -2.5834
H20 -2.1977 -1.4737 -1.7116
H21 -0.6237 -2.0365 -1.0872
H22 0.8622 2.6153 -1.6623
H23 1.9848 2.7482 -3.0221
H24 2.4643 1.8800 -1.5354
H25 1.6748 -0.7812 -3.9674
H26 2.9944 0.2586 -3.4342
H27 1.9372 0.7894 -4.7578

Here are the Mulliken charges for atoms 1 to 4, given in e:
1 Cr 0.191
2 O -0.666
3 C 0.011
4 N 0.393

Entry 5:
# C29H27Cl52N2OS

A 14-piece molecular cluster, C29H27Cl52N2OS overall at a distorted geometry (the ωB97M-V functional and the def2-TZVPD basis, the Open Molecules 2025 dataset).

Summary:
net charge	+1
lowest unoccupied orbital energy	-4.26	eV
E_tot	-697524.3080	eV
orbital gap	7.06	eV

Geometry (Å):
C1 -4.6757 1.2786 -2.4715
C2 -5.5707 0.1720 -3.1373
C3 -4.8259 -1.1937 -3.4189
N1 -4.9733 -2.1732 -2.3066
S1 -4.0491 -1.7102 -0.9377
C4 -2.5690 -2.8261 -1.0217
C5 -1.2253 -2.0275 -0.8675
C6 -0.2509 -2.9669 -0.0370
O1 -0.5563 -1.7468 -2.0795
C7 -0.8884 -0.4643 -2.6038
C8 -0.3345 0.7375 -1.7806
C9 0.5218 0.6278 -0.6396
C10 0.9813 1.7773 0.0943
C11 0.5642 3.0916 -0.3056
C12 -0.2809 3.1846 -1.4697
C13 -0.7544 2.0672 -2.2232
N2 -4.9932 -2.1146 0.3586
C14 -5.3367 -1.0768 1.0760
C15 -4.2683 -0.4894 2.0666
C16 -6.7437 -0.4251 1.0469
H1 -5.1215 2.2787 -2.6614
H2 -4.6088 1.1422 -1.3685
H3 -3.6547 1.2534 -2.9141
H4 -6.4652 -0.0763 -2.5064
H5 -5.9516 0.5619 -4.1075
H6 -5.3175 -1.6697 -4.3033
H7 -3.7474 -1.0810 -3.6614
H8 -5.9408 -2.2250 -1.9814
H9 -2.6582 -3.4708 -0.1078
H10 -2.6080 -3.5149 -1.8937
H11 -1.4175 -1.1383 -0.2203
H12 -0.6006 -3.1146 1.0079
H13 -0.2148 -3.9468 -0.5823
H14 0.7740 -2.5460 -0.1078
H15 -0.3910 -0.4047 -3.6063
H16 -1.9790 -0.2997 -2.7787
H17 0.8232 -0.3791 -0.3045
H18 1.6330 1.6277 0.9809
H19 0.8901 3.9815 0.2629
H20 -0.6136 4.1911 -1.7824
H21 -1.4112 2.2114 -3.1060
H22 -3.4242 0.0159 1.5353
H23 -3.8644 -1.3769 2.6146
H24 -4.7256 0.1617 2.8482
H25 -7.5315 -1.1544 0.7291
H26 -7.0668 -0.0824 2.0644
H27 -6.7895 0.4872 0.3993
C17 2.0932 -5.3190 0.0202
Cl1 2.8647 -6.5326 -1.0108
Cl2 0.3676 -5.6970 0.1916
Cl3 2.8556 -5.3177 1.6150
Cl4 2.2774 -3.7173 -0.7101
C18 1.5840 -2.7072 4.5864
Cl5 3.0741 -1.8451 4.1629
Cl6 0.4737 -1.6039 5.4203
Cl7 0.8164 -3.3107 3.1089
Cl8 1.9716 -4.0691 5.6481
C19 2.2542 5.5602 -4.1886
Cl9 1.1902 4.7422 -3.0243
Cl10 3.9220 5.3496 -3.6444
Cl11 2.0537 4.8345 -5.7919
Cl12 1.8537 7.2852 -4.2652
C20 -4.2683 3.8927 2.8111
Cl13 -4.6451 5.6040 2.5748
Cl14 -4.1943 3.5404 4.5497
Cl15 -5.5306 2.9102 2.0505
Cl16 -2.7024 3.5214 2.0676
C21 5.8839 -1.9020 -1.5671
Cl17 6.5107 -1.9352 -3.2283
Cl18 5.6103 -3.5518 -0.9951
Cl19 7.0575 -1.0925 -0.5188
Cl20 4.3504 -1.0107 -1.5351
C22 2.6031 0.4497 8.6451
Cl21 1.3892 1.6897 8.2885
Cl22 2.8422 -0.5767 7.2188
Cl23 4.1331 1.2337 9.0700
Cl24 2.0516 -0.5451 10.0023
C23 6.1784 3.1777 -0.0151
Cl25 6.9601 2.0030 -1.0790
Cl26 4.4752 2.7320 0.1987
Cl27 6.9905 3.1815 1.5584
Cl28 6.2658 4.7936 -0.7350
C24 -8.7912 1.6041 4.7782
Cl29 -9.8190 2.4389 5.9484
Cl30 -9.4032 1.8885 3.1361
Cl31 -7.1334 2.2168 4.9038
Cl32 -8.8057 -0.1368 5.1119
C25 6.6258 -6.8579 -3.7163
Cl33 6.4824 -5.1039 -3.9117
Cl34 6.4993 -7.2712 -1.9971
Cl35 5.3259 -7.6614 -4.6134
Cl36 8.1932 -7.3963 -4.3384
C26 10.3474 2.1933 -3.3031
Cl37 9.3379 0.7454 -3.4830
Cl38 9.3867 3.4869 -2.5709
Cl39 11.7334 1.8269 -2.2500
Cl40 10.9203 2.7207 -4.8935
C27 -8.3917 4.0576 -0.8965
Cl41 -9.8108 5.0825 -1.1387
Cl42 -8.1641 3.0148 -2.3143
Cl43 -6.9580 5.0717 -0.6731
Cl44 -8.6299 3.0485 0.5441
C28 -2.9047 -0.2629 7.9335
Cl45 -4.0902 0.2584 6.7211
Cl46 -3.0248 0.7760 9.3609
Cl47 -3.2299 -1.9407 8.3937
Cl48 -1.2732 -0.1429 7.2533
C29 13.2357 -0.9160 -5.8509
Cl49 12.5673 -0.0989 -4.4285
Cl50 14.9451 -0.4890 -6.0280
Cl51 13.0822 -2.6700 -5.6531
Cl52 12.3460 -0.4043 -7.2959

Here are the Mulliken charges for atoms 1 to 4, given in e:
1 C -0.548
2 C -0.232
3 C -0.654
4 N -0.417

Entry 6:
# C29H27ClF3N4O6Sc

C29H27ClF3N4O6Sc as an isolated structure (the ωB97M-V functional and the def2-TZVPD basis, the Open Molecules 2025 dataset).

Summary:
net charge	-2
lowest unoccupied orbital energy	4.14	eV
E_tot	-90130.8407	eV
orbital gap	5.48	eV

Geometry (Å):
Sc1 0.4981 -0.4859 1.1422
O1 -5.1287 -3.5609 -2.5101
C1 -5.1956 -2.4477 -1.9546
O2 -6.1207 -1.6152 -1.9167
C2 -3.9165 -2.0324 -1.1818
C3 -3.8407 -0.8270 -0.5081
C4 -2.6777 -0.4892 0.1693
N1 -1.6130 -1.2971 0.2203
C5 -1.7040 -2.4882 -0.3819
C6 -2.8197 -2.8736 -1.1098
C7 -0.5563 -3.4038 -0.1633
C8 -0.6175 -4.7468 -0.5215
C9 0.4527 -5.5693 -0.2244
C10 1.5423 -5.0342 0.4379
C11 1.5251 -3.6872 0.7589
N2 0.5098 -2.8812 0.4510
C12 -2.5532 0.7808 0.9266
C13 -3.4997 1.7951 0.8266
C14 -3.3438 2.9348 1.5936
C15 -2.2539 3.0269 2.4411
C16 -1.3482 1.9805 2.4639
N3 -1.4830 0.8868 1.7185
H1 -4.7128 -0.1905 -0.5325
H2 -2.8895 -3.8195 -1.6260
H3 -1.4960 -5.1424 -1.0074
H4 0.4245 -6.6179 -0.4948
H5 2.3988 -5.6358 0.7087
H6 2.3473 -3.2302 1.2828
H7 -4.3362 1.6965 0.1516
H8 -4.0660 3.7392 1.5268
H9 -2.0853 3.8960 3.0618
H10 -0.4733 2.0106 3.0971
O3 -1.2193 -0.4398 4.7220
Cl1 -0.0042 -0.9514 4.1603
O4 0.8515 -1.4585 5.1845
O5 -0.2942 -1.9762 3.1699
O6 0.6865 0.1205 3.4291
C17 3.1765 2.2392 1.8030
C18 2.6076 3.2444 0.7993
C19 1.2970 3.8535 1.3047
C20 2.4333 2.7405 -0.6235
C21 3.1209 3.4258 -1.6129
C22 2.9746 3.1358 -2.9626
C23 2.0664 2.1460 -3.3049
C24 1.3490 1.4252 -2.3599
C25 0.3288 0.4368 -2.8941
C26 -1.0856 0.8144 -2.4462
C27 0.6604 -1.0251 -2.5971
C28 1.5496 1.6526 -0.9543
N4 0.9639 0.9108 0.0118
H11 3.5466 2.7716 2.6871
H12 3.9912 1.6586 1.3708
H13 2.4248 1.5261 2.1297
H14 3.3378 4.0605 0.7297
H15 0.5059 3.1128 1.2032
H16 1.0209 4.7323 0.7154
H17 1.3744 4.1485 2.3574
H18 3.7952 4.2235 -1.3095
H19 3.5311 3.6764 -3.7194
H20 1.8955 1.9207 -4.3551
H21 0.3523 0.5404 -3.9858
H22 -1.0981 0.9388 -1.3652
H23 -1.8168 0.0502 -2.7280
H24 -1.3848 1.7626 -2.9001
H25 0.5688 -1.2319 -1.5353
H26 1.6879 -1.2562 -2.8835
H27 -0.0178 -1.6916 -3.1407
F1 2.4215 -1.1404 1.7296
C29 3.8317 -1.0604 0.6698
F2 4.4033 -2.2349 1.1122
F3 3.1987 -1.4734 -0.4572

Here are the Mulliken charges for atoms 1 to 4, given in e:
1 Sc 0.066
2 O -0.751
3 C 0.467
4 O -0.748